{"formula": "C22H26Cl2N4O2", "method": "ωB97M-V/def2-TZVPD", "species": ["O", "O", "Cl", "Cl", "N", "C", "C", "C", "C", "C", "C", "C", "C", "C", "C", "C", "C", "C", "C", "C", "N", "N", "N", "C", "C", "C", "C", "C", "C", "C", "H", "H", "H", "H", "H", "H", "H", "H", "H", "H", "H", "H", "H", "H", "H", "H", "H", "H", "H", "H", "H", "H", "H", "H", "H", "H"], "xyz": [[0.92839, 1.17702, 5.87024], [1.67128, 0.12900, 1.26829], [2.01919, -0.73027, -8.16535], [2.69599, -2.24544, -5.43936], [-3.45413, -0.83251, -2.25590], [0.30458, 2.04386, 5.27537], [1.54863, 0.91519, 2.19928], [-2.79422, 0.13994, -2.84304], [0.45522, 0.89561, -6.63445], [-2.67290, -2.59898, -0.66381], [-0.16147, -1.39709, -0.91756], [-0.11811, 1.32906, -5.43351], [1.04452, -0.43252, -4.25778], [1.32229, -0.20205, -6.65136], [1.61902, -0.86877, -5.45507], [-2.50533, -1.48601, -1.48401], [-1.26365, -0.89078, -1.60736], [-1.57637, -3.12989, 0.03994], [-0.30510, -2.52636, -0.09655], [0.17379, 0.66741, -4.23179], [2.53016, 1.81954, 2.33766], [-1.45232, 0.16127, -2.47747], [0.00367, 1.97549, 3.97900], [-0.14524, 3.28633, 6.00707], [-1.77798, -4.33126, 0.92916], [0.90370, -3.06309, 0.62966], [2.78851, 2.80261, 3.38822], [-0.43530, 1.12151, -2.92799], [-0.99502, 0.51214, 2.33855], [0.29247, 0.82188, 3.12014], [-3.24986, 0.84563, -3.53010], [0.22752, 1.40648, -7.56509], [-3.65972, -3.04147, -0.58739], [0.80540, -0.91321, -1.00833], [-0.79391, 2.17935, -5.44270], [1.27904, -0.96956, -3.34400], [3.24374, 1.72399, 1.63129], [-0.50936, 2.73783, 3.57139], [0.34747, 4.15708, 5.57949], [-1.22577, 3.38463, 5.92119], [0.12698, 3.19123, 7.05779], [-1.18797, -5.17668, 0.56189], [-2.83034, -4.63027, 0.95120], [-1.46719, -4.10009, 1.95261], [0.76368, -2.97377, 1.71093], [1.06242, -4.11556, 0.37605], [1.80629, -2.50818, 0.35592], [3.76217, 3.26614, 3.22345], [2.02793, 3.58417, 3.37569], [2.80880, 2.31033, 4.36282], [0.34782, 1.21187, -2.16846], [-0.88652, 2.11232, -3.03807], [-1.20057, 1.30834, 1.62252], [-1.83733, 0.41115, 3.02427], [-0.88200, -0.42747, 1.79804], [0.47703, -0.03714, 3.76739]], "atomic_forces_ev_per_a": [[0.0, -0.2, -0.3], [-0.7, -0.4, 0.1], [-0.2, 0.2, 0.5], [-0.4, 0.5, 0.0], [0.3, 0.7, -0.5], [0.6, -0.2, 1.6], [-0.4, -0.4, -0.6], [0.2, -0.9, 0.9], [0.0, -0.2, 0.3], [0.6, -0.3, 0.5], [0.2, -0.2, 0.1], [0.4, -0.6, 0.0], [-0.1, 0.2, -0.3], [-0.1, 0.1, 0.1], [-0.2, 0.1, 0.0], [-0.7, -0.5, 0.1], [0.3, -0.2, 0.3], [-0.9, 0.4, -0.5], [0.0, 0.8, -0.6], [0.4, 0.0, -0.7], [0.5, 1.2, 0.7], [-0.1, 1.0, -0.3], [0.2, -0.3, -1.3], [-0.1, -0.1, 0.0], [0.0, 0.1, -0.1], [-0.1, 0.1, -0.2], [-0.3, -0.3, 0.1], [-0.2, -0.5, -0.1], [0.6, -0.2, -0.3], [-0.2, 0.2, 0.2], [0.3, 0.0, 0.1], [0.1, -0.1, 0.1], [0.1, -0.1, 0.1], [0.0, -0.1, 0.2], [0.1, -0.1, 0.0], [0.0, 0.1, -0.1], [-0.1, -0.2, 0.0], [-0.1, 0.0, -0.1], [-0.1, 0.2, 0.0], [-0.1, 0.2, 0.0], [0.0, 0.0, -0.2], [0.0, 0.0, 0.2], [0.2, 0.1, 0.0], [0.0, -0.2, -0.1], [0.1, -0.1, 0.0], [0.0, 0.0, 0.2], [-0.2, 0.0, 0.1], [-0.1, -0.1, -0.1], [0.1, 0.0, 0.1], [0.0, 0.2, 0.0], [-0.2, -0.1, 0.1], [0.0, -0.2, 0.0], [-0.1, 0.0, -0.1], [0.1, 0.1, 0.0], [0.0, 0.1, -0.2], [0.2, 0.2, 0.2]], "e_above_lowest_ev": 0.0188, "orbital_gap_ev": 8.500, "total_charge": 0}